A:
Entry from the Open Molecules 2025 dataset: a single C7H6 molecule (ωB97M-V/def2-TZVPD).

The geometry in XYZ format:
```
13
Properties=species:S:1:pos:R:3
C -1.1860 0.9588 0.6569
C -1.7801 -0.1602 0.0410
C 0.8377 0.4475 -0.7044
C 0.0428 1.3624 0.3071
C 1.8426 -1.6214 0.6509
C -1.7725 -1.1565 -0.6164
C 1.3579 -0.6906 0.0528
H -1.8065 1.6827 1.3977
H 0.1058 0.2306 -1.5229
H 1.6597 1.0998 -1.1489
H 0.6459 2.0885 0.8451
H 2.0778 -2.3306 1.3574
H -2.0252 -1.9110 -1.3164
```

**Highest occupied orbital energy (spin up / spin down)**: -0.2124 / -0.3623 Ha
**Expectation value of S²**: 2.019
**Lowest unoccupied orbital energy (spin up / spin down)**: 0.0398 / -0.0908 Ha
**Multiplicity**: 3
**Kohn-Sham gap (spin up / spin down)**: 0.2521 / 0.2715 Ha

Here are the Mulliken charges for atoms 1 to 6, given in e:
1. C -0.25
2. C 0.05
3. C -0.67
4. C -0.48
5. C -0.01
6. C -0.37

=====

B:
Entry from the Open Molecules 2025 dataset: a single C7H6 molecule (ωB97M-V/def2-TZVPD).

The geometry in XYZ format:
```
13
Properties=species:S:1:pos:R:3
C -0.1167 -1.5960 0.1509
C -1.2585 -0.9881 0.3571
C -1.6183 0.3008 0.4318
C -1.0802 0.4571 -1.3181
C 0.8845 -0.6149 -0.4681
C -0.4444 1.1672 0.7989
C 0.2020 0.7731 -0.5689
H 0.1848 -2.5916 0.4146
H 1.7674 -0.5795 0.1803
H 1.1921 -0.9333 -1.4665
H -0.6826 2.2264 0.8237
H 0.1069 0.8667 1.6931
H 0.8632 1.5120 -1.0287
```

**Highest occupied orbital energy (spin up / spin down)**: -0.2703 / -0.3302 Ha
**Expectation value of S²**: 2.052
**Lowest unoccupied orbital energy (spin up / spin down)**: -0.0019 / -0.0596 Ha
**Multiplicity**: 3
**Kohn-Sham gap (spin up / spin down)**: 0.2684 / 0.2706 Ha

Here are the natural (NBO) charges for atoms 1 to 6, given in e:
1. C -0.28
2. C 0.08
3. C -0.07
4. C 0.15
5. C -0.42
6. C -0.43

=====

Computed relative energies in units of hartree: A 0.0000; B 0.0417

=====

A:
Entry from the Open Molecules 2025 dataset: 4 unconnected molecules or ions with the total composition C3H14O3S2 (ωB97M-V/def2-TZVPD).

The geometry in XYZ format:
```
22
Properties=species:S:1:pos:R:3
C 0.6927 1.7597 -0.9776
C 1.7119 1.6538 0.1288
S 0.9536 1.4448 1.8253
S 1.2195 -0.4640 2.4232
C -0.5592 -1.1041 2.2723
H 1.2604 1.9692 -1.9041
H -0.0238 2.5655 -0.9165
H 0.2333 0.8210 -1.2760
H 2.5411 0.9716 0.0034
H 2.0768 2.6780 0.2686
H -1.0093 -0.8183 3.2209
H -1.0906 -0.4100 1.6236
H -0.4878 -2.1278 1.9392
O -3.1316 -0.0627 -0.3153
H -3.0555 0.9182 -0.3072
H -3.5014 -0.3868 0.5120
O -1.2150 -0.7338 -2.3490
H -2.1473 -0.5671 -2.4936
H -1.0180 -1.0499 -1.4658
O 2.4829 -2.6163 -0.7509
H 2.5077 -1.6896 -0.9435
H 1.5597 -2.7517 -0.5178
```

**Highest occupied orbital energy**: -0.3184 Ha
**SMILES string**: CCSSC.O.O.O
**Lowest unoccupied orbital energy**: 0.0095 Ha
**Kohn-Sham gap**: 0.3279 Ha

Here are the natural (NBO) charges for atoms 1 to 6, given in e:
1. C -0.64
2. C -0.50
3. S 0.04
4. S 0.05
5. C -0.73
6. H 0.21

=====

B:
Entry from the Open Molecules 2025 dataset: 4 unconnected molecules or ions with the total composition C3H14O3S2 (ωB97M-V/def2-TZVPD).

The geometry in XYZ format:
```
22
Properties=species:S:1:pos:R:3
C -1.3500 -0.6267 1.9683
C -1.6167 -0.5725 0.4689
S -2.1327 1.0650 -0.0255
S -1.3279 1.8219 -1.6220
C 0.4740 1.9048 -1.0973
H -1.6648 0.1672 2.6090
H -0.2956 -0.8313 2.1828
H -1.9140 -1.4577 2.4443
H -0.7351 -0.9310 -0.0841
H -2.4045 -1.3237 0.2582
H 0.7091 2.9360 -0.8126
H 0.5765 1.0779 -0.4068
H 1.1402 1.6503 -1.9159
O 2.4775 -0.8526 1.9304
H 3.2108 -0.2431 2.1300
H 2.9650 -1.6812 1.9906
O 1.5607 -3.1088 0.3272
H 1.5163 -3.0210 -0.6132
H 0.8458 -2.7499 0.8550
O 3.5060 -1.3455 -0.9280
H 3.1860 -2.1660 -0.5293
H 3.2361 -0.6949 -0.2730
```

**Highest occupied orbital energy**: -0.3021 Ha
**SMILES string**: CCSSC.O.O.O
**Lowest unoccupied orbital energy**: 0.0115 Ha
**Kohn-Sham gap**: 0.3135 Ha

Here are the natural (NBO) charges for atoms 1 to 6, given in e:
1. C -0.64
2. C -0.58
3. S 0.09
4. S 0.09
5. C -0.73
6. H 0.23

=====

Computed relative energies in units of hartree: A 0.0000; B 0.0052

=====

A:
Entry from the Open Molecules 2025 dataset: a single C2HClF2S molecule (ωB97M-V/def2-TZVPD).

The geometry in XYZ format:
```
7
Properties=species:S:1:pos:R:3
F -1.0127 0.1728 -1.5836
C -0.4039 0.2457 -0.3709
F -1.3033 0.5173 0.5712
Cl 0.7516 1.6872 -0.4554
C 0.4125 -1.0156 -0.0528
S 0.4404 -1.8116 1.2724
H 0.9678 -1.2876 -0.9616
```

**Highest occupied orbital energy**: -0.3574 Ha
**SMILES string**: FC(F)(Cl)C=S
**Lowest unoccupied orbital energy**: -0.0414 Ha
**Kohn-Sham gap**: 0.3159 Ha

Here are the natural (NBO) charges for atoms 1 to 6, given in e:
1. F -0.31
2. C 0.66
3. F -0.30
4. Cl -0.08
5. C -0.42
6. S 0.24

=====

B:
Entry from the Open Molecules 2025 dataset: a single C2HClF2S molecule (ωB97M-V/def2-TZVPD).

The geometry in XYZ format:
```
7
Properties=species:S:1:pos:R:3
C 0.4031 1.2347 0.8811
C -0.0894 0.3572 -0.1739
F -1.3030 0.5511 -0.8279
F -0.1610 -0.8103 0.4173
S -1.2020 4.3781 -0.4672
Cl 0.2264 2.8849 0.2884
H 0.5939 0.4339 -0.9934
```

**Highest occupied orbital energy (spin up / spin down)**: -0.3390 / -0.3434 Ha
**Lowest unoccupied orbital energy (spin up / spin down)**: -0.1137 / -0.1106 Ha
**Kohn-Sham gap (spin up / spin down)**: 0.2253 / 0.2327 Ha

Here are the natural (NBO) charges for atoms 1 to 6, given in e:
1. C 0.13
2. C 0.34
3. F -0.33
4. F -0.30
5. S -0.25
6. Cl 0.22

=====

Computed relative energies in units of hartree: A 0.0000; B 0.2257

=====

A:
Entry from the Open Molecules 2025 dataset: a molecular structure, CH6FN4OP3 (ωB97M-V/def2-TZVPD).

The geometry in XYZ format:
```
16
Properties=species:S:1:pos:R:3
C -2.1034 -1.3491 1.4359
N 2.5021 -0.2192 1.0540
N 0.6888 1.1172 -2.5942
N 0.2938 -0.5480 -0.0343
N -1.3444 1.5830 -1.2058
O -2.2764 -0.2981 0.3504
F 1.4904 1.6834 -0.0657
P 1.7891 0.0772 -0.4477
P -0.2631 2.3204 -2.2630
P -1.0343 0.1959 -0.5101
H -0.9884 -1.3582 1.4562
H -2.6178 -2.2113 0.8772
H -2.4898 -0.9868 2.4012
H 3.0318 -0.9745 0.9919
H 1.4080 1.2538 -3.2859
H 1.9137 -0.2857 1.8397
```

**Highest occupied orbital energy**: -0.3296 Ha
**Lowest unoccupied orbital energy**: -0.0255 Ha
**Kohn-Sham gap**: 0.3041 Ha

Here are the natural (NBO) charges for atoms 1 to 6, given in e:
1. C -0.26
2. N -1.14
3. N -1.23
4. N -1.38
5. N -1.35
6. O -0.81

=====

B:
Entry from the Open Molecules 2025 dataset: a single CH6FN4OP3 molecule (ωB97M-V/def2-TZVPD).

The geometry in XYZ format:
```
16
Properties=species:S:1:pos:R:3
H 2.2012 -2.9326 0.7484
N 1.1986 -2.8206 0.4923
P 0.6764 -1.5338 -0.1814
N -0.9827 -2.0880 -0.1129
P -2.4763 -1.3153 -0.1657
N -2.2261 0.2688 0.0036
P -0.8855 1.1148 0.2687
N -0.1143 0.8118 1.5774
F -1.5592 2.6191 0.3541
O -0.0304 1.1852 -1.0727
C 1.2613 1.7817 -0.9934
H -1.1758 -3.0602 -0.2293
H -0.7901 0.4514 2.2729
H 1.6687 2.0735 -1.9255
H 2.0800 0.9038 -0.6979
H 1.1542 2.5405 -0.3384
```

**Highest occupied orbital energy**: -0.3401 Ha
**SMILES string**: [H]/N=P/N/P=N\[P@](=N)(F)OC
**Lowest unoccupied orbital energy**: -0.0346 Ha
**Kohn-Sham gap**: 0.3055 Ha

Here are the natural (NBO) charges for atoms 1 to 6, given in e:
1. H 0.39
2. N -1.18
3. P 1.28
4. N -1.29
5. P 1.36
6. N -1.39

=====

Computed relative energies in units of hartree: A 0.0208; B 0.0000